Density functional theory data (ωB97M-V/def2-TZVPD) for a 2-piece molecular cluster, C3H10OS overall in a non-equilibrium geometry.

```
15
Properties=species:S:1:pos:R:3:forces:R:3:nbo_charge:R:1
C -0.145 -1.208 -1.421 -0.228 0.858 0.151 -0.6366
C 1.133 -0.490 -1.860 0.445 -1.149 -1.476 -0.4764
S 1.985 -1.442 -3.238 -0.319 0.423 0.023 -0.0919
H -1.000 -0.769 -1.936 0.032 0.078 -0.106 0.2114
H -0.148 -2.243 -1.726 0.184 -0.401 0.372 0.2240
H -0.361 -1.062 -0.360 0.172 -0.316 0.010 0.2174
H 1.952 -0.359 -1.162 -0.453 0.241 0.480 0.2202
H 0.897 0.428 -2.383 0.105 0.395 0.357 0.2155
H 2.809 -2.164 -2.482 0.054 -0.124 0.203 0.1159
C -0.945 1.678 2.532 0.840 0.150 0.183 -0.2470
O -2.025 0.866 2.915 -0.555 -0.005 0.087 -0.7206
H 0.002 1.174 2.768 0.004 -0.048 -0.427 0.1586
H -0.867 2.632 3.050 -0.435 0.187 0.207 0.1628
H -1.028 1.915 1.472 0.084 -0.272 -0.024 0.1784
H -2.259 1.043 3.830 0.068 -0.017 -0.039 0.4681
```
Positions in Å, forces in eV/Å.

Results
Orbital gap (eV): 9.78
Spin multiplicity: 1
Energy relative to the best compared isomer or geometry (same formula, charge and spin) (eV): 0.912
HOMO (eV): -8.98
LUMO energy (eV): 0.803
Charge: 0